Density functional theory data (the ωB97M-V functional and the def2-TZVPD basis) for a 8-piece molecular cluster, C18H54BN12O7 overall.

The calculation puts the orbital gap at 0.322 Eh. The value obtained for the HOMO energy is -6.482 eV. Its net charge is -1. As for the multiplicity: 1. As for the total energy: -1926.86638 a.u.

XYZ file:
```
92
Properties=species:S:1:pos:R:3:forces:R:3:lowdin_charge:R:1
B -1.335 -0.504 -0.141 0.2 -0.3 -0.1 -0.450
H -1.941 0.256 -0.610 -2.2 3.1 -1.2 -0.022
H -0.786 -0.937 -0.963 1.8 -2.1 -2.9 -0.032
H -0.592 -0.203 0.582 2.8 1.7 2.8 -0.023
H -1.955 -1.242 0.344 -2.4 -2.5 1.9 -0.034
C 5.495 2.410 -0.684 1.6 0.0 0.7 -0.033
C 4.812 2.090 0.696 -0.4 -1.8 -2.4 -0.510
C 3.434 1.562 0.299 0.0 0.8 0.3 -0.167
C 2.619 1.242 1.529 1.4 -0.8 0.5 -0.157
C 3.376 0.030 2.169 -0.4 0.6 0.1 -0.088
C 4.920 0.186 2.458 0.4 -0.5 -0.4 -0.480
N 5.529 0.965 1.395 -1.0 1.1 -2.9 -0.116
O 6.921 1.249 1.421 -0.9 -0.3 1.0 -0.003
C 5.282 0.750 3.842 0.6 -0.5 0.8 -0.029
C 5.558 -1.247 2.306 -0.4 1.1 -0.1 -0.027
C 4.688 3.354 1.444 2.0 1.0 0.8 -0.046
H 6.473 2.858 -0.506 0.0 0.6 0.3 0.065
H 4.955 3.117 -1.313 -0.4 -0.2 0.2 0.086
H 5.868 1.577 -1.281 -0.9 -0.6 0.1 0.086
H 2.907 2.308 -0.296 0.3 0.1 -0.2 0.098
H 3.636 0.706 -0.346 -0.5 -0.3 0.1 0.127
H 1.570 1.147 1.247 -0.1 -0.9 0.4 0.083
H 2.632 2.018 2.294 0.0 0.5 -0.3 0.099
H 3.255 -0.791 1.461 0.0 -0.3 0.4 0.101
H 2.967 -0.164 3.160 -0.3 -0.6 -0.2 0.108
H 4.546 0.690 4.643 -0.6 0.3 -0.4 0.078
H 6.069 0.137 4.281 0.3 -0.1 -0.2 0.070
H 5.738 1.740 3.809 -0.4 0.2 -0.1 0.068
H 6.630 -1.151 2.478 0.0 -0.2 0.3 0.071
H 5.083 -1.959 2.981 0.1 -0.1 0.0 0.086
H 5.440 -1.543 1.264 -0.2 -0.2 0.1 0.084
H 5.714 3.708 1.544 0.5 0.1 0.6 0.075
H 4.316 3.201 2.456 -0.5 0.6 -0.3 0.085
H 4.363 4.199 0.837 -1.1 -0.2 0.2 0.100
H 6.897 2.041 1.963 0.9 0.4 0.3 0.069
C -4.185 1.244 -3.376 -1.8 0.3 -0.3 -0.066
C -4.929 0.028 -2.832 0.0 1.0 -1.1 -0.433
C -6.063 -0.535 -3.756 -0.4 0.9 -0.9 -0.133
O -7.145 0.490 -3.986 0.7 -1.3 0.6 -0.222
C -8.181 0.073 -4.915 1.1 0.9 0.9 -0.107
N -3.817 -0.872 -2.618 -1.2 -1.6 0.3 0.056
H -3.775 1.018 -4.360 0.2 0.0 0.1 0.084
H -3.420 1.493 -2.640 0.0 0.4 -0.3 0.068
H -4.941 2.022 -3.477 0.4 0.5 -0.1 0.073
H -5.487 0.339 -1.950 0.2 0.0 0.6 0.133
H -6.468 -1.467 -3.362 -0.4 0.1 0.6 0.110
H -5.699 -0.849 -4.734 0.4 0.3 -0.2 0.110
H -9.112 0.612 -4.735 0.0 0.0 0.7 0.071
H -8.376 -0.993 -4.794 0.1 -0.1 -0.6 0.080
H -7.901 0.475 -5.888 0.2 -0.9 -0.5 0.078
H -3.019 -0.375 -2.248 -0.2 -0.1 0.1 0.021
H -4.123 -1.547 -1.933 0.4 -0.6 0.1 0.055
C -2.428 2.550 1.732 -0.7 3.0 1.0 -0.731
O -2.992 3.498 2.302 0.6 -0.6 -0.3 -0.010
N -2.924 1.336 1.678 -1.8 -2.0 0.6 0.164
N -1.276 2.620 1.072 1.8 0.5 -0.5 0.167
H -2.516 0.707 1.001 -0.7 -0.2 0.0 0.018
H -3.904 1.322 1.924 0.2 -0.5 -0.1 0.127
H -0.980 1.754 0.644 0.3 0.6 0.0 0.020
H -0.725 3.466 1.043 -0.3 -0.4 0.0 0.114
C 0.291 1.985 -2.531 0.9 0.2 -3.5 -0.781
O 0.827 2.596 -3.441 0.5 1.0 -0.4 0.016
N 0.410 2.224 -1.268 1.0 1.9 3.8 0.176
N -0.460 0.939 -2.726 -2.1 -3.0 -1.2 0.175
H 0.246 1.454 -0.635 0.3 0.5 0.2 0.062
H 0.882 3.087 -1.039 0.0 -0.5 0.4 0.123
H -0.927 0.546 -1.921 -0.1 -0.3 -0.6 0.012
H -0.564 0.516 -3.637 0.0 0.3 0.3 0.129
C 1.912 -2.874 -0.244 4.6 -1.8 -1.4 -0.766
O 2.913 -3.584 -0.118 -0.2 -0.2 -0.1 -0.012
N 0.905 -2.913 0.569 -3.3 0.3 2.4 0.186
N 1.772 -1.987 -1.233 -1.3 2.0 -1.0 0.177
H 0.905 -3.489 1.399 0.3 0.3 -0.2 0.129
H 0.299 -2.107 0.519 -0.5 -0.3 0.5 0.052
H 0.924 -1.451 -1.116 0.1 0.3 -0.8 0.046
H 2.265 -1.869 -2.107 0.3 -0.5 0.7 0.119
C -3.353 -4.186 -0.714 -2.1 0.7 -0.4 -0.815
O -4.533 -3.896 -0.666 -1.3 1.6 0.5 0.023
N -3.028 -5.433 -0.646 0.2 -5.4 0.4 0.144
N -2.311 -3.444 -0.863 2.1 2.7 -0.5 0.192
H -2.183 -5.783 -1.073 -0.4 -0.3 0.2 0.111
H -3.890 -5.959 -0.614 0.6 -0.8 -0.3 0.116
H -1.451 -3.959 -0.990 0.2 1.1 0.4 0.113
H -2.375 -2.473 -0.594 0.7 0.0 -0.4 0.040
C -1.160 -1.408 4.084 0.6 -0.3 1.6 -0.768
O -0.905 -1.806 5.201 0.2 -0.7 1.6 0.005
N -1.939 -2.116 3.265 -0.9 -0.9 -0.9 0.175
N -0.667 -0.268 3.636 0.2 1.2 -1.7 0.184
H -2.255 -2.976 3.689 -0.1 0.2 -0.5 0.113
H -2.073 -1.886 2.291 -0.1 -0.2 0.2 0.071
H -1.039 -0.027 2.728 0.5 1.0 0.2 0.058
H -0.135 0.339 4.242 -0.3 -0.2 -0.4 0.121
```
Positions in Å, forces in eV/Å.